<1>
C3H3Br2FO as an isolated structure. Source: the OMol25 dataset; level of theory: the ωB97M-V functional and the def2-TZVPD basis.

Last column: natural (NBO) charge in e.
Positions of all 10 atoms, in Å:
C  -0.5385  -0.4028  0.6684  0.7164
C  0.3360  -1.4374  0.0732  -0.7758
C  -0.2063  1.5019  -0.2491  0.0321
O  -1.3791  -0.2963  1.4534  -0.4467
F  -1.3727  2.1650  -0.2678  -0.3499
Br  1.1839  2.4587  0.7403  0.0214
Br  0.3363  1.1523  -2.0982  -0.0078
H  1.1372  -1.0077  -0.5939  0.2737
H  -0.3371  -2.0926  -0.5573  0.2734
H  0.8402  -2.0412  0.8310  0.2632

HOMO energy: -8.900 eV
M: 233.862 g mol⁻¹

<2>
C3H3Br2FO as an isolated structure. Source: the OMol25 dataset; level of theory: the ωB97M-V functional and the def2-TZVPD basis.

Last column: natural (NBO) charge in e.
Positions of all 10 atoms, in Å:
C  0.7831  0.5210  0.5744  0.7401
C  1.2673  0.3636  -0.7117  -0.8213
C  -1.3834  -0.4853  0.4417  -0.0098
O  0.9563  1.0562  1.6088  -0.4190
F  -1.5072  -0.3942  -0.8628  -0.3662
Br  -1.3328  -2.3553  1.1135  -0.0170
Br  -2.7497  0.4889  1.3850  0.0405
H  2.2711  0.2822  -0.9717  0.2690
H  0.8706  1.1092  -1.4596  0.2999
H  0.8248  -0.5865  -1.1177  0.2837

HOMO energy (alpha / beta): -8.261 / -8.261 eV
M: 233.862 g mol⁻¹

Which structure loses on stability? <2> does.

<1>
A 2-piece molecular cluster, CH4NO3 overall. Source: the OMol25 dataset; level of theory: the ωB97M-V functional and the def2-TZVPD basis.

Last column: natural (NBO) charge in e.
Positions of all 9 atoms, in Å:
N  -0.3323  0.3569  1.9903  -0.9289
C  0.0013  0.3142  0.5739  0.8728
O  0.8791  -0.5224  0.2871  -0.8205
O  -0.5914  1.1439  -0.1287  -0.7904
H  0.1066  -0.4035  2.4808  0.3528
H  -1.3107  0.4621  2.2124  0.3538
H  -0.1485  -0.1748  -2.5662  0.4634
H  0.6271  -0.9130  -1.4531  0.5114
O  0.1955  -1.0277  -2.3430  -1.0145

total charge: -1
HOMO energy: -4.484 eV
M: 78.047 g mol⁻¹

<2>
A 2-piece molecular cluster, CH4NO3 overall. Source: the OMol25 dataset; level of theory: the ωB97M-V functional and the def2-TZVPD basis.

Last column: natural (NBO) charge in e.
Positions of all 9 atoms, in Å:
N  2.0412  -0.7097  0.5917  -0.9239
C  0.7530  -0.3456  -0.1263  0.8556
O  -0.3216  -0.6250  0.5057  -0.8280
O  0.8155  0.0951  -1.3261  -0.7909
H  1.9673  -1.6252  1.1359  0.3436
H  2.4340  -1.0382  -0.3004  0.3542
H  -1.8532  1.0253  0.2464  0.5230
H  -3.2150  1.3835  0.9856  0.4519
O  -2.7613  1.4418  0.1390  -0.9854

total charge: -1
HOMO energy: -4.222 eV
M: 78.047 g mol⁻¹

Which structure loses on stability? <2> does.